# C7H14O3

A cluster of 4 separate species, C7H14O3 in total (wB97M-V/def2-TZVPD, the OMol25 dataset).

```
24
Properties=species:S:1:pos:R:3:mulliken_charge:R:1
C -2.278 1.092 -1.612 -1.276
C -1.126 0.547 -0.752 1.241
C 0.062 0.362 -1.351 -0.479
C 1.187 0.144 -0.602 -1.186
C 1.020 0.190 0.741 -0.283
C -0.248 0.113 1.392 -0.457
C -1.347 0.377 0.620 -0.520
H -2.263 0.546 -2.647 0.296
H -1.987 2.253 -1.747 0.246
H -3.297 0.884 -1.261 0.358
H 0.301 0.548 -2.340 0.455
H 2.156 -0.236 -1.088 0.362
H 2.003 0.449 1.244 0.370
H -0.339 -0.354 2.371 0.519
H -2.244 -0.100 0.975 0.267
O -0.011 -2.750 2.265 -0.604
H -0.866 -2.784 1.822 0.313
H 0.668 -2.759 1.714 0.289
O 0.531 -2.478 -0.399 -0.550
H -0.089 -2.200 -1.025 0.268
H 1.267 -2.162 -0.751 0.309
O 1.630 3.196 -0.294 -0.651
H 2.158 2.813 0.463 0.326
H 1.720 2.409 -0.928 0.388
```

Output
SMILES = Cc1ccccc1.O.O.O
2S+1 = 1
charge = 0
energy = -500.73523 a.u.


# C25H33N3O3

A structure of composition C25H33N3O3 (wB97M-V/def2-TZVPD, the OMol25 dataset).

```
64
Properties=species:S:1:pos:R:3:mulliken_charge:R:1
C -3.446 -3.051 1.192 -0.868
O -4.036 -2.475 0.034 -0.388
C -5.235 -1.753 0.402 -0.440
C -5.970 -1.248 -0.840 -0.016
C -7.434 -0.914 -0.726 -1.491
C -7.549 0.405 0.383 -0.680
C -6.668 1.450 -0.065 -0.808
N -5.253 1.092 -0.525 0.394
C -4.337 1.445 0.411 0.074
O -4.488 2.126 1.427 -0.686
C -2.965 1.085 0.316 0.399
C -2.341 0.416 1.276 -0.480
C -0.920 -0.310 1.132 -0.712
C -0.244 0.091 0.067 0.583
C -0.931 0.583 -1.171 -1.666
C -2.299 1.000 -0.780 -0.295
H -2.679 1.349 -1.690 0.490
H -0.467 0.680 -1.913 1.410
O 1.106 -0.376 -0.046 -0.169
C 1.817 -0.214 -0.983 0.387
C 3.002 -1.200 -1.023 -0.973
C 3.791 -0.656 0.417 -1.207
N 4.340 0.740 0.241 0.121
C 3.143 1.556 0.229 -0.898
C 2.322 1.366 -1.405 -1.732
H 2.971 1.367 -2.096 0.669
H 1.480 1.689 -1.171 1.025
H 3.596 2.700 -0.021 0.254
H 2.523 1.353 1.073 0.543
C 5.446 0.840 -0.702 -0.246
C 6.714 0.389 -0.333 0.338
N 7.352 0.967 0.477 -0.489
C 8.539 0.541 1.109 -0.357
C 9.006 -0.857 0.696 -0.327
C 8.296 -1.541 -0.213 -1.161
C 7.190 -0.761 -0.691 0.393
H 6.611 -1.508 -1.639 -0.065
H 8.696 -2.417 -0.278 0.561
H 9.934 -1.046 1.160 0.415
H 8.902 1.259 1.901 0.364
H 5.274 0.421 -1.624 0.351
H 5.408 2.034 -0.588 0.324
H 4.688 -1.439 0.384 0.252
H 3.264 -0.993 1.199 0.666
H 3.530 -1.119 -1.925 0.438
H 2.850 -2.277 -0.779 0.408
H 1.394 -0.637 -1.983 0.086
H -0.288 -0.727 2.112 0.174
H -2.716 0.338 2.225 0.743
C -5.282 0.016 -1.256 -1.080
H -5.472 0.322 -2.342 0.224
H -4.100 -0.359 -1.434 0.229
H -6.759 1.972 -1.308 0.318
H -6.460 2.347 0.545 0.519
H -7.043 0.163 1.453 0.213
H -8.470 0.972 0.614 0.462
H -8.077 -1.604 -0.206 0.450
H -7.985 -0.473 -1.484 0.517
H -5.995 -1.890 -1.570 0.875
H -5.041 -1.092 1.485 0.190
H -6.013 -2.661 0.781 0.284
H -3.188 -2.314 1.960 0.267
H -4.043 -3.839 1.513 0.404
H -2.735 -3.505 0.799 0.419
```

Output
2S+1 = 1
charge = 0
energy = -1361.62135 a.u.


# C3H9FN

The ion C3H9FN with charge +1 (wB97M-V/def2-TZVPD, the OMol25 dataset).

```
14
Properties=species:S:1:pos:R:3:mulliken_charge:R:1
C -1.537 -0.534 0.198 -0.789
N -0.132 -0.599 -0.315 -0.201
C 0.552 0.541 0.382 -0.603
C 2.061 0.532 -0.139 -0.332
F 2.363 -0.838 0.079 -0.292
H -2.102 -1.189 -0.425 0.368
H -1.709 -0.818 1.156 0.348
H -1.828 0.594 0.031 0.324
H 0.322 -1.442 -0.049 0.341
H -0.069 -0.548 -1.395 0.404
H 0.402 0.454 1.465 0.387
H 0.058 1.522 -0.049 0.413
H 2.748 1.245 0.362 0.332
H 2.183 0.717 -1.200 0.301
```

Output
SMILES = C[NH2+]CCF
2S+1 = 1
charge = +1
energy = -274.02927 a.u.


# C4H8N2

An isolated molecule of C4H8N2 (wB97M-V/def2-TZVPD, the OMol25 dataset).

```
14
Properties=species:S:1:pos:R:3:mulliken_charge:R:1
C 1.851 -0.010 0.331 -1.235
C 0.399 0.443 0.063 0.209
N -0.198 -0.198 -1.034 -0.389
C -1.650 -0.161 -0.850 -0.429
C -2.005 -0.228 0.665 -0.316
N -0.862 0.107 1.203 -0.126
H 2.547 0.220 -0.500 0.304
H 1.900 -1.093 0.487 0.347
H 2.268 0.480 1.215 0.349
H -0.571 0.207 2.172 0.154
H 0.353 1.540 -0.023 0.223
H 0.115 -1.163 -1.065 0.321
H -2.107 -0.947 -1.457 0.367
H -2.041 0.804 -1.205 0.223
```

Output
2S+1 = 1
charge = 0
energy = -266.63539 a.u.


# C3H2BrClF2

A cluster of 2 separate species, C3H2BrClF2 in total (wB97M-V/def2-TZVPD, the OMol25 dataset).

```
9
Properties=species:S:1:pos:R:3:mulliken_charge:R:1
F -1.243 0.960 1.390 -0.261
C -1.457 0.532 0.101 0.614
F -2.615 1.081 -0.306 -0.249
C -0.374 0.120 -0.829 -0.165
C -1.072 -0.827 -0.256 -0.179
Cl -1.505 -2.493 -0.080 -0.135
H 0.487 0.521 -1.427 0.364
Br 3.405 0.257 0.250 -0.205
H 4.374 -0.151 1.158 0.215
```

Output
SMILES = FC1(F)C=C1Cl.Br
2S+1 = 1
charge = 0
energy = -3349.35897 a.u.


# C3H4BrN

A structure of composition C3H4BrN (wB97M-V/def2-TZVPD, the OMol25 dataset).

```
9
Properties=species:S:1:pos:R:3:mulliken_charge:R:1
C -0.473 1.170 0.354 -0.154
C -0.215 -0.862 0.396 -0.125
C 0.032 0.187 -0.654 -0.424
N -0.780 0.289 1.235 -0.346
Br 2.538 -0.039 -1.151 -0.281
H -0.669 2.211 0.588 0.386
H -0.977 -1.707 0.074 0.225
H 0.664 -1.256 0.854 0.245
H -0.120 0.009 -1.697 0.474
```

Output
2S+1 = 1
charge = 0
energy = -2745.36218 a.u.


# C3H9Cl3NSi

A cluster of 2 separate species, C3H9Cl3NSi in total (wB97M-V/def2-TZVPD, the OMol25 dataset).

```
17
Properties=species:S:1:pos:R:3:mulliken_charge:R:1
C -0.946 1.199 0.436 -1.007
C -0.682 -1.178 0.892 -0.861
C 0.139 -0.186 -1.191 -0.679
N -0.874 -0.120 -0.125 -0.021
Si 5.042 -0.035 0.069 0.459
Cl 5.417 0.969 1.774 -0.158
Cl 5.229 -2.011 0.179 -0.145
Cl 5.569 0.904 -1.567 -0.130
H -1.921 1.340 1.131 0.326
H -0.058 1.361 0.921 0.468
H -0.963 1.968 -0.258 0.427
H -0.164 -2.014 0.429 0.408
H 0.044 -0.911 1.603 0.375
H -1.612 -1.520 1.317 0.353
H -0.074 0.502 -1.972 0.394
H 1.147 -0.143 -0.660 0.452
H -1.814 -0.166 -0.520 0.338
```

Output
2S+1 = 1
charge = +1
energy = -1844.24726 a.u.


# C7H12N4O

A cluster of 2 separate species, C7H12N4O in total (wB97M-V/def2-TZVPD, the OMol25 dataset).

```
24
Properties=species:S:1:pos:R:3:mulliken_charge:R:1
H -0.621 -2.265 -0.523 0.305
N -1.532 -1.942 -0.196 -0.809
C -1.613 -0.684 -0.384 -0.001
N -2.714 0.016 0.007 0.196
O -3.747 -0.710 0.542 -0.493
C -2.901 1.378 -0.141 0.102
C -1.954 2.273 -0.411 -0.855
H -0.838 -0.103 -0.886 0.409
H -3.330 -1.605 0.626 0.402
H -3.950 1.654 -0.053 0.337
H -0.892 2.046 -0.316 0.158
H -2.245 3.297 -0.606 0.266
C 4.421 0.197 0.099 -1.338
C 2.977 0.642 -0.182 0.400
C 2.001 0.641 0.978 -0.287
N 1.221 -0.386 0.979 -0.393
N 1.392 -1.062 -0.271 -0.316
C 2.300 -0.456 -0.941 -0.442
H 4.435 -0.786 0.610 0.346
H 4.951 0.890 0.768 0.328
H 4.987 0.110 -0.830 0.376
H 2.986 1.579 -0.759 0.358
H 1.936 1.366 1.795 0.444
H 2.600 -0.825 -1.907 0.506
```

Output
SMILES = [H]/N=C/N(O)C=C.CC1C=NN=C1
2S+1 = 1
charge = 0
energy = -568.04648 a.u.